[1]
Below is C31H52HfNOSi4 as an isolated structure in a non-equilibrium geometry, with properties calculated with the ωB97M-V functional and the def2-TZVPD basis.

Electronic energy = -2548.37098 Eh
Total charge = +1
Kohn-Sham gap = 7.069 eV
Lowest unoccupied orbital energy = -3.26 eV
Energy relative to the best compared isomer or geometry (same formula, charge and spin) = 38.3 kJ/mol

Atoms and positions in Å:
C  -2.2374  -0.7950  2.1018
C  -3.0796  0.0739  1.3307
C  -3.0818  -0.3754  -0.0182
H  -3.7425  0.8413  1.7233
C  -2.3084  -1.5647  -0.0923
C  -1.7871  -1.8430  1.2048
H  -2.2196  -2.2090  -0.9667
C  0.0018  2.2774  1.7003
C  -1.4336  2.2335  1.7163
C  -1.8897  2.5247  0.3809
H  -2.0452  2.1978  2.6119
C  -0.7526  2.8248  -0.4297
C  0.4045  2.6406  0.3629
H  -3.7084  0.0083  -0.8222
H  -1.2308  -2.7348  1.4779
H  -2.0966  -0.7737  3.1832
H  1.4229  2.7984  0.0110
H  -2.9214  2.6848  0.0647
H  0.6552  2.2190  2.5643
Hf  -0.7940  0.2663  0.6447
C  -0.7447  3.3957  -1.8386
C  0.1427  4.6469  -1.8760
C  -2.1551  3.7722  -2.2994
H  -0.2209  5.3897  -1.1565
H  0.1303  5.1096  -2.8713
H  1.1867  4.4201  -1.6263
H  -2.5771  4.5175  -1.6122
H  -2.8216  2.9032  -2.3365
H  -2.1156  4.2213  -3.3018
C  -0.1387  2.3448  -2.8176
C  -0.8202  1.0047  -2.8281
H  0.9183  2.1764  -2.5709
H  -0.1856  2.7471  -3.8442
O  -0.6529  0.1611  -1.8938
N  -1.5597  0.6240  -3.8586
C  -2.1794  -0.7112  -3.9389
H  -1.6303  1.2366  -4.6643
C  -3.6418  -0.6815  -3.5839
C  -4.2655  -1.8613  -3.1540
H  -3.6861  -2.7894  -3.1502
C  -5.5980  -1.8396  -2.7447
H  -6.0664  -2.7592  -2.3890
C  -6.3267  -0.6447  -2.8006
H  -7.3695  -0.6284  -2.4802
C  -5.7206  0.5188  -3.2819
H  -6.2849  1.4493  -3.3576
C  -4.3784  0.5007  -3.6871
H  -3.9074  1.3975  -4.0959
H  -1.6314  -1.3510  -3.2445
H  -2.0258  -1.0914  -4.9566
C  4.1352  0.7455  -0.4900
Si  3.6288  0.5466  1.3192
C  5.1011  -0.2010  2.2473
C  3.4496  2.2615  2.0919
Si  1.6532  -0.7520  1.3558
Si  2.2970  -2.6091  0.0953
C  4.0341  -3.2156  0.5283
C  1.0997  -4.0376  0.3650
C  2.2447  -2.1103  -1.7233
Si  1.5661  -1.5073  3.5670
C  3.1538  -2.3220  4.1817
C  1.1872  0.0493  4.5622
C  0.2214  -2.7887  3.8902
H  4.9478  1.4878  -0.5319
H  3.3086  1.1125  -1.1142
H  4.5098  -0.1887  -0.9298
H  6.0047  0.3348  1.9155
H  5.0068  -0.0426  3.3293
H  5.2577  -1.2700  2.0649
H  2.7888  2.9249  1.5246
H  3.0884  2.2217  3.1269
H  4.4470  2.7280  2.1081
H  4.1330  -3.5153  1.5796
H  4.2283  -4.1044  -0.0921
H  4.8142  -2.4776  0.3034
H  0.0892  -3.7926  0.0156
H  1.4629  -4.8913  -0.2286
H  1.0436  -4.3586  1.4121
H  1.2552  -1.7299  -2.0127
H  2.9878  -1.3459  -1.9768
H  2.4580  -3.0074  -2.3253
H  4.0177  -1.6472  4.2034
H  2.9552  -2.6481  5.2140
H  3.4219  -3.2108  3.5982
H  0.2533  0.5323  4.2430
H  1.0663  -0.2587  5.6123
H  1.9975  0.7886  4.5142
H  -0.7883  -2.4254  3.6674
H  0.3839  -3.7201  3.3363
H  0.2598  -3.0300  4.9635

[2]
Below is a 4-piece molecular cluster, C31H52N7O6 overall in a non-equilibrium geometry, with properties calculated with the ωB97M-V functional and the def2-TZVPD basis.

Electronic energy = -2046.10802 Eh
Total charge = +1
Kohn-Sham gap = 6.105 eV
Lowest unoccupied orbital energy = -5.35 eV

Atoms and positions in Å:
C  -3.6573  1.9641  2.4311
C  -3.1573  2.5184  0.9713
C  -2.1481  1.4954  0.1585
C  -0.8462  1.1824  1.1035
N  0.4144  0.8029  0.3611
C  0.9067  1.8896  -0.5682
C  1.5445  3.3290  -0.1112
C  1.7582  3.7217  1.4661
C  3.3677  3.5556  1.8901
C  3.6019  2.0542  2.5388
C  2.9636  1.8545  4.0355
O  2.1085  2.7177  4.6422
O  3.3272  0.6610  4.8674
C  2.3764  -0.4439  4.6273
C  2.8387  -1.2312  3.2375
N  1.9770  4.3892  -1.1377
C  1.8605  4.1868  -2.6568
C  1.2864  2.7720  -3.2908
O  1.1939  2.6039  -4.7786
N  0.0527  3.2103  -5.2212
O  0.4409  4.1930  -5.8449
C  0.7959  1.6055  -2.2128
C  0.2165  0.1709  -2.8353
O  -1.0376  -0.0177  -3.2536
O  1.2332  -0.9265  -2.9533
C  1.2283  -1.7667  -1.7379
C  1.4891  -3.3783  -2.0771
C  2.3215  -4.1700  -0.9075
N  2.2002  -3.5787  0.4798
H  -4.7146  1.4603  2.4384
H  -2.9141  1.2407  2.9729
H  -3.7504  2.9210  3.1389
H  -4.1491  2.7652  0.3546
H  -2.6408  3.5666  1.1505
H  -2.7787  0.5595  -0.1504
H  -1.8722  2.0599  -0.8550
H  -0.7379  2.0760  1.8516
H  -1.1397  0.2364  1.7698
H  1.1638  0.6628  1.0778
H  1.1689  3.0601  2.2305
H  1.4521  4.8643  1.6197
H  3.5887  4.3851  2.7160
H  4.0335  3.7256  0.9273
H  3.1930  1.2445  1.7689
H  4.7673  1.8777  2.6406
H  2.4582  -1.2493  5.4909
H  1.2673  -0.0407  4.5764
H  2.2674  -0.7616  2.3078
H  2.5430  -2.3748  3.2456
H  3.9823  -1.0897  3.0325
H  2.3588  5.3227  -0.8106
H  2.1958  5.0794  -3.3719
H  1.9972  -1.3530  -0.9264
H  0.1268  -1.7148  -1.3031
H  0.4578  -3.9416  -2.2107
H  2.0689  -3.5318  -3.1069
H  3.4661  -4.1929  -1.2228
H  1.9652  -5.3041  -0.8196
H  3.1400  -3.3512  0.8785
H  1.6461  -4.2053  1.1234
C  -2.9992  -1.9191  -4.9989
C  -4.3736  -1.9840  -5.6571
C  -5.5069  -1.5885  -4.7085
C  -5.5355  -2.5353  -3.5198
N  -5.5592  -3.3208  -2.5337
H  -2.9174  -2.6216  -4.1635
H  -2.2193  -2.1816  -5.7208
H  -2.7911  -0.9105  -4.6234
H  -4.5398  -3.0017  -6.0314
H  -4.3838  -1.3159  -6.5253
H  -6.4683  -1.6378  -5.2306
H  -5.3679  -0.5630  -4.3494
C  5.0817  -1.2740  -1.3278
C  5.0198  0.1714  -0.8445
C  6.2961  0.6137  -0.1261
C  6.5243  -0.2575  1.0984
N  6.7136  -0.9802  2.1141
H  5.1857  -1.9751  -0.4937
H  4.1616  -1.5367  -1.8593
H  5.9253  -1.4234  -2.0116
H  4.1579  0.2850  -0.1756
H  4.8480  0.8269  -1.7054
H  6.2073  1.6591  0.1880
H  7.1611  0.5320  -0.7931
C  -6.3225  -2.1855  4.5087
C  -6.7904  -1.6982  3.1411
C  -5.7915  -2.0094  2.0249
C  -4.4669  -1.3224  2.3148
N  -3.3682  -0.7526  2.5554
H  -5.3977  -1.6895  4.8199
H  -7.0791  -1.9675  5.2691
H  -6.1481  -3.2676  4.5012
H  -6.9671  -0.6168  3.1914
H  -7.7502  -2.1707  2.9047
H  -6.1785  -1.6531  1.0644
H  -5.6277  -3.0896  1.9452

[3]
Below is C31H52P2Pt as an isolated structure in a non-equilibrium geometry, with properties calculated with the ωB97M-V functional and the def2-TZVPD basis.

Electronic energy = -2013.73824 Eh
Total charge = +2
Kohn-Sham gap (spin up / spin down) = 7.153 / 4.696 eV
Lowest unoccupied orbital energy (spin up / spin down) = -4.81 / -8.17 eV
<S²> = 6.029
Spin multiplicity = 5
Energy relative to the best compared isomer or geometry (same formula, charge and spin) = 0.0 kJ/mol

Atoms and positions in Å:
Pt  1.4547  1.2096  -0.1470
C  -0.5660  -3.4028  -0.8397
C  0.8520  -3.3905  -0.7387
C  -0.0345  -3.3106  1.3867
C  -1.1117  -3.4047  0.4740
C  1.1834  -3.2946  0.6326
C  -1.3298  -3.4886  -2.1072
H  -0.7799  -2.9937  -2.9253
H  -2.3126  -2.9990  -2.0110
H  -1.5055  -4.5371  -2.4108
C  -2.5431  -3.5128  0.8315
H  -3.1662  -3.5574  -0.0649
H  -2.8809  -2.6631  1.4370
H  -2.7193  -4.4242  1.4157
C  -0.1164  -3.2977  2.8607
H  0.2494  -4.2474  3.2870
H  -1.1504  -3.1629  3.2010
H  0.4957  -2.4936  3.3044
C  2.5607  -3.2254  1.1779
H  3.1171  -4.1499  0.9620
H  2.5475  -3.0895  2.2657
H  3.1190  -2.3902  0.7248
C  1.7876  -3.5410  -1.8726
H  1.7573  -4.5570  -2.2889
H  2.8141  -3.3569  -1.5503
H  1.5312  -2.8537  -2.6847
C  0.8680  2.3937  -1.8116
C  0.7859  0.9873  -2.1675
C  1.8237  0.3899  -3.1044
C  3.0943  -0.1720  -2.3809
C  3.2297  0.3269  -0.9484
C  3.3981  1.7503  -0.7590
C  3.3587  2.7680  -1.9234
C  1.9694  3.2396  -2.4010
H  2.2247  1.1139  -3.8320
H  4.0162  0.0619  -2.9610
H  1.4306  -0.3968  -3.7701
H  1.8811  3.1895  -3.5000
H  -0.1021  2.9069  -1.8040
H  -0.2653  0.7134  -2.3452
H  1.8004  4.2768  -2.1029
H  3.9411  3.6540  -1.6366
H  4.0582  2.0433  0.0700
H  3.8801  2.3585  -2.7946
H  3.0102  -1.2675  -2.3684
H  3.6496  -0.3508  -0.1752
P  -2.7573  0.8188  -1.7695
C  -4.1338  -0.1181  -1.0249
H  -4.9900  -0.1909  -1.7199
H  -4.4469  0.3605  -0.0831
H  -3.7503  -1.1307  -0.7958
C  -3.2189  2.5925  -1.5897
H  -4.0022  2.8558  -2.3161
H  -2.3135  3.1874  -1.8035
H  -3.5598  2.8042  -0.5640
C  -3.0276  0.6126  -3.5540
H  -2.2883  1.2107  -4.1245
H  -4.0599  0.9339  -3.7590
H  -2.8828  -0.4493  -3.8218
P  1.8768  1.6916  2.1208
C  3.1404  0.7107  3.0426
H  3.6583  1.3445  3.7923
H  3.8975  0.3064  2.3417
H  2.6615  -0.1230  3.5937
C  2.5579  3.3752  1.9544
H  3.4654  3.3784  1.3433
H  2.7892  3.7737  2.9483
H  1.7893  3.9891  1.4636
C  0.6303  2.0514  3.3814
H  1.1038  2.6115  4.2023
H  0.1962  1.1282  3.7763
H  -0.1633  2.6589  2.9406
C  -0.4772  0.0746  0.9550
C  -1.6339  0.6459  1.6439
C  -1.9744  1.9984  1.4233
C  -3.1006  2.5572  2.0258
C  -3.9228  1.7830  2.8506
C  -3.5828  0.4478  3.1058
C  -2.4337  -0.1078  2.5452
H  -0.0234  -0.7605  1.4767
H  -0.5966  -0.0452  -0.1479
H  -1.3022  2.6094  0.8088
H  -3.3164  3.6092  1.8500
H  -4.8067  2.2406  3.3105
H  -4.2005  -0.1688  3.7636
H  -2.1069  -1.1201  2.8095

[4]
Below is C31H53BrNO3P3Pd as an isolated structure in a non-equilibrium geometry, with properties calculated with the ωB97M-V functional and the def2-TZVPD basis.

Electronic energy = -5218.85513 Eh
Total charge = +2
Kohn-Sham gap (spin up / spin down) = 6.782 / 3.221 eV
Lowest unoccupied orbital energy (spin up / spin down) = -5.91 / -9.45 eV
<S²> = 2.009
Spin multiplicity = 3
Energy relative to the best compared isomer or geometry (same formula, charge and spin) = 0.0 kJ/mol

Atoms and positions in Å:
C  0.0316  6.9805  -4.4032
C  -0.1355  5.6093  -4.6728
C  -0.4549  5.2089  -5.9828
C  -0.5903  6.1948  -6.9689
N  -0.4263  7.4882  -6.6966
C  -0.1252  7.8877  -5.4615
C  0.0221  4.6171  -3.6489
C  0.1267  3.7432  -2.8043
C  0.2095  2.7463  -1.7917
C  1.2656  2.7827  -0.8668
C  1.3079  1.8521  0.1746
C  0.3362  0.8612  0.1988
C  -0.7304  0.8096  -0.6884
C  -0.7904  1.7597  -1.7038
Pd  0.4130  -0.6630  1.5824
P  2.5023  -1.3998  0.9026
H  -0.5823  4.1576  -6.2398
H  0.2904  7.3438  -3.4089
H  -0.8333  5.9132  -7.9950
H  0.0014  8.9592  -5.2944
H  -1.6078  1.7372  -2.4264
H  2.0455  3.5435  -0.9586
H  -1.4906  0.0450  -0.5729
H  2.0723  1.9037  0.9452
C  3.0279  -3.0257  1.5662
C  3.9018  -3.9685  0.7432
H  2.0707  -3.5240  1.7920
H  3.4961  -2.8228  2.5383
H  4.0732  -4.8728  1.3472
H  3.4246  -4.2903  -0.1909
H  4.8939  -3.5692  0.4946
C  2.3198  -1.5950  -0.9068
C  3.3705  -0.9202  -1.7842
H  1.3230  -1.1844  -1.1319
H  2.2705  -2.6738  -1.1161
H  3.1295  -1.1168  -2.8385
H  3.3902  0.1690  -1.6497
H  4.3803  -1.3091  -1.6026
C  3.8667  -0.2512  1.2854
C  5.2801  -0.8305  1.2272
H  3.6551  0.0982  2.3067
H  3.7828  0.6271  0.6328
H  6.0004  -0.0304  1.4386
H  5.4297  -1.6161  1.9755
H  5.5394  -1.2465  0.2461
Br  -0.2885  -2.9941  2.3031
P  -2.0136  -3.8585  -2.3718
C  -0.1735  -3.9446  -2.2886
C  0.3296  -5.3729  -2.4891
H  0.1286  -3.5462  -1.3084
H  0.2118  -3.2801  -3.0751
H  1.4001  -5.3558  -2.7268
H  0.1818  -5.9742  -1.5841
H  -0.1940  -5.8754  -3.3128
C  -2.3779  -3.5695  -0.5852
C  -3.7899  -4.0743  -0.2956
H  -2.2748  -2.4973  -0.3621
H  -1.6266  -4.0886  0.0291
H  -3.9317  -4.2005  0.7831
H  -4.5354  -3.3639  -0.6717
H  -3.9725  -5.0394  -0.7852
C  -2.2170  -2.1371  -3.0314
C  -2.4357  -2.1482  -4.5481
H  -1.3237  -1.5523  -2.7635
H  -3.0853  -1.6930  -2.5221
H  -2.8396  -1.1796  -4.8700
H  -1.4942  -2.3262  -5.0835
H  -3.1458  -2.9302  -4.8499
C  -3.5816  -1.6012  4.8733
C  -3.2427  -0.5665  3.8245
O  -1.7968  -0.4671  3.8448
P  -0.8191  0.5471  3.0936
O  0.0753  1.1707  4.2785
C  0.2498  0.5080  5.5977
C  -0.0907  1.4815  6.6949
O  -1.7870  1.7738  2.6622
C  -1.3237  3.1671  2.4837
C  -2.3788  4.1167  2.9987
H  -3.0531  -2.5448  4.6885
H  -4.6536  -1.8000  4.8513
H  -3.3127  -1.2405  5.8751
H  -3.5949  -0.8631  2.8259
H  -3.6762  0.4153  4.0857
H  -0.3977  -0.3758  5.6332
H  1.2926  0.1818  5.6603
H  -1.1272  1.8314  6.6166
H  0.0361  0.9620  7.6488
H  0.5732  2.3525  6.6825
H  -0.4115  3.3348  3.0654
H  -1.0903  3.3250  1.4238
H  -2.6776  3.8962  4.0310
H  -1.9569  5.1211  3.0120
H  -3.2707  4.1471  2.3669

[5]
Below is C31H53F8N2O5S as an isolated structure in a non-equilibrium geometry, with properties calculated with the ωB97M-V functional and the def2-TZVPD basis.

Electronic energy = -2895.39361 Eh
Total charge = +1
Kohn-Sham gap = 8.661 eV
Lowest unoccupied orbital energy = -2.93 eV
Energy relative to the best compared isomer or geometry (same formula, charge and spin) = 537.6 kJ/mol

Atoms and positions in Å:
C  -8.6277  -8.5983  -3.2192
C  -7.6628  -7.3990  -2.7801
C  -6.1219  -7.8214  -2.9987
C  -5.2808  -7.8305  -1.6379
C  -5.2744  -6.4155  -0.8888
C  -3.7943  -5.7726  -0.8292
C  -2.9537  -6.3836  0.3898
C  -3.2204  -5.6656  1.7881
C  -2.7366  -4.1340  1.8351
C  -3.3812  -3.4794  3.1422
C  -3.3731  -1.8653  3.1083
C  -4.2178  -1.3081  1.8815
C  -4.5996  0.2552  2.0341
C  -3.2786  1.0745  1.6968
C  -3.5215  2.5977  1.2868
C  -2.4062  3.5900  1.8443
C  -0.9743  3.4462  1.1713
C  -0.8370  4.1266  -0.2676
C  0.6370  4.0964  -0.8557
O  1.0646  5.4061  -1.3456
C  2.4159  5.3090  -1.8036
C  3.2783  6.6206  -1.5788
F  2.6125  7.6492  -2.2992
F  4.5052  6.4377  -2.2195
C  3.3830  7.1443  -0.0818
F  2.1585  7.2850  0.5695
F  3.9269  8.4486  -0.1579
C  4.3438  6.3205  0.8784
F  4.5367  7.1324  2.0188
F  5.6198  6.0776  0.3631
C  3.7468  4.9449  1.4262
F  4.2394  3.8201  0.7237
F  4.2397  4.8050  2.7406
C  -0.1664  2.0892  1.2892
O  0.0915  1.8144  2.6954
S  0.3869  3.3797  3.2884
O  -0.4161  3.3788  4.5513
O  1.8044  3.5419  3.7224
O  -0.1561  4.3579  2.0258
H  -8.6255  -9.3773  -2.3873
H  -8.2181  -9.0554  -4.1745
H  -9.6766  -8.1978  -3.4069
H  -7.8769  -7.1828  -1.6787
H  -7.8674  -6.4364  -3.3518
H  -5.6411  -7.1368  -3.7755
H  -6.0821  -8.8705  -3.4552
H  -5.6733  -8.5978  -0.8913
H  -4.2058  -8.0730  -1.9109
H  -5.7195  -6.4869  0.1624
H  -5.9084  -5.6719  -1.4776
H  -3.8230  -4.6375  -0.7913
H  -3.2480  -6.1040  -1.7808
H  -1.8464  -6.3724  0.1226
H  -3.2909  -7.4650  0.5015
H  -4.3197  -5.7809  2.0531
H  -2.6292  -6.2088  2.5937
H  -3.0426  -3.5683  0.9008
H  -1.6007  -4.1153  1.9322
H  -2.7881  -3.8718  4.0382
H  -4.4402  -3.8905  3.2579
H  -2.2706  -1.5528  3.0812
H  -3.8006  -1.5340  4.1156
H  -3.5841  -1.4906  0.9447
H  -5.1485  -1.9419  1.7517
H  -5.4342  0.4586  1.2979
H  -4.9760  0.4271  3.0952
H  -2.5422  0.9952  2.5601
H  -2.7706  0.5669  0.8028
H  -4.5033  2.9102  1.7906
H  -3.7165  2.7270  0.1678
H  -2.7648  4.6511  1.6018
H  -2.4116  3.5097  2.9716
H  -1.6071  3.6996  -0.9771
H  -1.1011  5.2292  -0.1216
H  0.6865  3.3522  -1.7279
H  1.4306  3.7923  -0.0883
H  2.9980  4.4220  -1.4032
H  2.3625  5.1613  -2.9397
H  2.6189  4.9233  1.3875
H  -0.6848  1.1433  0.9199
H  0.8583  1.9957  0.8139
C  7.2010  2.5497  0.9315
C  7.4811  1.4107  -0.0270
N  8.2716  1.7969  -1.2085
C  8.4901  3.0679  -1.7012
C  9.2397  2.9326  -2.8271
N  9.4547  1.5847  -3.0028
C  8.8696  0.9125  -2.0111
C  10.1968  0.9667  -4.1005
H  6.6058  3.3306  0.4542
H  6.6418  2.1892  1.7954
H  8.1311  2.9995  1.2874
H  6.5424  0.9823  -0.3875
H  8.0310  0.6225  0.4930
H  8.0850  3.9258  -1.1953
H  9.6448  3.6342  -3.5349
H  8.8701  -0.1603  -1.8847
H  9.5359  0.2841  -4.6353
H  11.0457  0.4172  -3.6927
H  10.5559  1.7322  -4.7859